(1)
The following is a quantum chemistry calculation of 2 unconnected molecules or ions with the total composition C5H10O2, from the Open Molecules 2025 dataset.

```
! RIJCOSX wB97M-V def2-TZVPD def2/J DEFGRID3
* xyz 1 2
C 1.066 -2.218 0.502
C -1.063 1.391 -2.145
C -0.961 0.724 -0.908
O -1.264 1.497 0.244
C -0.298 -0.576 -0.992
C -0.113 -1.167 0.241
H 2.043 -1.791 0.284
H 0.986 -3.094 -0.195
H 1.119 -2.619 1.521
H -1.291 2.384 -2.294
H -0.498 0.969 -3.021
H -0.936 2.414 0.190
H 0.280 -0.887 -1.854
H -0.919 -0.909 1.001
H 0.171 1.222 3.166
H 0.770 1.263 1.648
O 0.907 1.398 2.614
*
```

Computed properties:
ΔE to the lowest compared entry with this formula, charge and spin = 44.6 kcal per mole
⟨S²⟩ = 0.787
energy = -9431.1678 eV

(2)
The following is a quantum chemistry calculation of a molecular structure, C31H28As2KN4S3, from the Open Molecules 2025 dataset.

```
! RIJCOSX wB97M-V def2-TZVPD def2/J DEFGRID3
* xyz -1 1
K -2.602 1.252 -0.427
C 0.382 -0.233 1.320
C 0.361 1.106 0.607
As 2.063 1.830 -0.110
C 2.380 0.450 -1.457
C 2.534 -0.911 -1.201
C 2.627 -1.817 -2.244
C 2.563 -1.375 -3.559
C 2.415 -0.025 -3.827
C 2.327 0.880 -2.778
C 3.242 1.223 1.341
C 2.960 1.668 2.634
C 3.791 1.358 3.697
C 4.937 0.606 3.486
C 5.244 0.181 2.204
C 4.407 0.491 1.141
As -1.421 -0.705 1.972
C -2.156 -1.611 0.395
C -1.380 -2.346 -0.494
C -1.951 -2.922 -1.617
C -3.309 -2.784 -1.858
C -4.098 -2.064 -0.974
C -3.520 -1.477 0.142
C -0.926 -2.276 3.026
C -0.031 -2.105 4.081
C 0.338 -3.178 4.876
C -0.194 -4.436 4.637
C -1.093 -4.613 3.598
C -1.456 -3.540 2.795
H 1.022 -0.214 2.203
H 0.748 -1.035 0.672
H -0.051 1.894 1.249
H -0.277 1.067 -0.281
H 2.594 -1.272 -0.178
H 2.744 -2.873 -2.032
H 2.618 -2.086 -4.374
H 2.338 0.332 -4.845
H 2.187 1.933 -2.997
H 2.073 2.269 2.814
H 3.547 1.709 4.692
H 5.592 0.365 4.312
H 6.144 -0.396 2.025
H 4.666 0.153 0.144
H -0.314 -2.458 -0.330
H -1.329 -3.462 -2.317
H -3.748 -3.218 -2.746
H -5.154 -1.927 -1.168
H -4.144 -0.882 0.806
H 0.391 -1.126 4.286
H 1.043 -3.029 5.685
H 0.092 -5.275 5.258
H -1.513 -5.592 3.404
H -2.151 -3.697 1.978
S -1.177 3.852 -0.822
C -0.604 3.746 -2.468
C 0.005 4.945 -2.964
N 0.482 5.934 -3.317
C -0.646 2.655 -3.301
S -1.285 1.069 -2.989
C -0.045 2.785 -4.601
N 0.411 2.843 -5.658
N -4.402 4.446 -0.917
C -4.739 3.360 -1.641
N -4.032 3.149 -2.755
S -5.955 2.295 -1.138
H -3.418 4.739 -0.958
H -4.850 4.500 -0.018
H -3.138 3.606 -2.890
H -4.157 2.270 -3.228
*
```

Computed properties:
ΔE to the lowest compared entry with this formula, charge and spin = 0.0 kcal per mole
energy = -209072.9998 eV

Please write out number 1 again, unchanged.
The following is a quantum chemistry calculation of 2 unconnected molecules or ions with the total composition C5H10O2, from the Open Molecules 2025 dataset.

```
! RIJCOSX wB97M-V def2-TZVPD def2/J DEFGRID3
* xyz 1 2
C 1.066 -2.218 0.502
C -1.063 1.391 -2.145
C -0.961 0.724 -0.908
O -1.264 1.497 0.244
C -0.298 -0.576 -0.992
C -0.113 -1.167 0.241
H 2.043 -1.791 0.284
H 0.986 -3.094 -0.195
H 1.119 -2.619 1.521
H -1.291 2.384 -2.294
H -0.498 0.969 -3.021
H -0.936 2.414 0.190
H 0.280 -0.887 -1.854
H -0.919 -0.909 1.001
H 0.171 1.222 3.166
H 0.770 1.263 1.648
O 0.907 1.398 2.614
*
```

Computed properties:
ΔE to the lowest compared entry with this formula, charge and spin = 44.6 kcal per mole
⟨S²⟩ = 0.787
energy = -9431.1678 eV

What did the second record say?
The following is a quantum chemistry calculation of a molecular structure, C31H28As2KN4S3, from the Open Molecules 2025 dataset.

```
! RIJCOSX wB97M-V def2-TZVPD def2/J DEFGRID3
* xyz -1 1
K -2.602 1.252 -0.427
C 0.382 -0.233 1.320
C 0.361 1.106 0.607
As 2.063 1.830 -0.110
C 2.380 0.450 -1.457
C 2.534 -0.911 -1.201
C 2.627 -1.817 -2.244
C 2.563 -1.375 -3.559
C 2.415 -0.025 -3.827
C 2.327 0.880 -2.778
C 3.242 1.223 1.341
C 2.960 1.668 2.634
C 3.791 1.358 3.697
C 4.937 0.606 3.486
C 5.244 0.181 2.204
C 4.407 0.491 1.141
As -1.421 -0.705 1.972
C -2.156 -1.611 0.395
C -1.380 -2.346 -0.494
C -1.951 -2.922 -1.617
C -3.309 -2.784 -1.858
C -4.098 -2.064 -0.974
C -3.520 -1.477 0.142
C -0.926 -2.276 3.026
C -0.031 -2.105 4.081
C 0.338 -3.178 4.876
C -0.194 -4.436 4.637
C -1.093 -4.613 3.598
C -1.456 -3.540 2.795
H 1.022 -0.214 2.203
H 0.748 -1.035 0.672
H -0.051 1.894 1.249
H -0.277 1.067 -0.281
H 2.594 -1.272 -0.178
H 2.744 -2.873 -2.032
H 2.618 -2.086 -4.374
H 2.338 0.332 -4.845
H 2.187 1.933 -2.997
H 2.073 2.269 2.814
H 3.547 1.709 4.692
H 5.592 0.365 4.312
H 6.144 -0.396 2.025
H 4.666 0.153 0.144
H -0.314 -2.458 -0.330
H -1.329 -3.462 -2.317
H -3.748 -3.218 -2.746
H -5.154 -1.927 -1.168
H -4.144 -0.882 0.806
H 0.391 -1.126 4.286
H 1.043 -3.029 5.685
H 0.092 -5.275 5.258
H -1.513 -5.592 3.404
H -2.151 -3.697 1.978
S -1.177 3.852 -0.822
C -0.604 3.746 -2.468
C 0.005 4.945 -2.964
N 0.482 5.934 -3.317
C -0.646 2.655 -3.301
S -1.285 1.069 -2.989
C -0.045 2.785 -4.601
N 0.411 2.843 -5.658
N -4.402 4.446 -0.917
C -4.739 3.360 -1.641
N -4.032 3.149 -2.755
S -5.955 2.295 -1.138
H -3.418 4.739 -0.958
H -4.850 4.500 -0.018
H -3.138 3.606 -2.890
H -4.157 2.270 -3.228
*
```

Computed properties:
ΔE to the lowest compared entry with this formula, charge and spin = 0.0 kcal per mole
energy = -209072.9998 eV